1.
Formula: C30H28N5Ta
Source: OMol25
Level of theory: the ωB97M-V functional and the def2-TZVPD basis

Output
E_LUMO	-0.5062	Eh
strongest force on any atom	0.2	eV/A
energy above the lowest of the compared OMol25 structures with the same formula, charge and spin	0.0	kcal per mole
HOMO energy	-19.7	eV
total charge	+4

Structure (XYZ):
```
64
Properties=species:S:1:pos:R:3:forces:R:3
H -0.904 1.952 -3.345 -0.001 -0.009 -0.020
H 0.275 -0.449 4.671 0.000 -0.003 0.008
C -2.251 -1.774 1.250 -0.012 -0.003 0.067
C -2.855 -1.018 -0.883 0.015 -0.002 -0.013
H -1.764 4.449 -0.686 0.000 -0.001 -0.002
C 1.455 -3.028 0.997 -0.028 0.017 -0.121
N -1.260 0.588 -1.735 0.042 0.069 -0.025
C 1.846 1.882 -3.440 -0.004 0.000 -0.015
C -3.490 -2.335 1.439 0.010 -0.004 0.010
C 1.497 -3.864 3.350 0.001 0.000 0.026
H -0.588 0.270 -3.715 0.001 0.005 -0.006
C -0.482 1.032 -2.939 -0.100 -0.017 -0.042
C 2.052 -4.142 0.414 0.020 -0.037 0.004
C -4.110 -1.566 -0.753 -0.001 0.023 -0.041
H -5.422 -2.669 0.545 0.000 -0.001 0.001
H 0.588 -2.333 6.230 -0.003 0.008 -0.001
N -1.932 -1.103 0.111 -0.070 0.003 0.001
H 1.475 2.409 -4.311 -0.007 0.000 0.002
H 3.058 -0.092 -0.405 -0.005 -0.004 0.005
C -0.935 2.546 -0.182 -0.064 0.027 -0.060
C 0.789 -2.470 5.176 0.002 -0.010 -0.003
N 0.744 -0.402 2.071 0.010 -0.012 0.016
H 4.710 1.133 -1.777 0.002 0.006 -0.003
N -0.042 1.832 0.556 0.006 -0.093 -0.015
C 1.270 -3.509 -1.820 -0.002 0.043 0.043
H -3.168 0.213 -2.628 -0.004 -0.011 -0.011
H 1.544 1.970 1.915 -0.006 0.012 0.000
C 3.203 1.882 -3.138 -0.008 0.024 -0.050
H 2.431 -5.255 -1.368 -0.005 0.006 -0.016
N 1.415 0.517 -1.541 0.046 0.025 0.077
C 3.659 1.174 -2.029 0.004 -0.029 0.045
C -1.031 3.919 -0.091 0.008 -0.007 -0.001
H 1.437 4.387 2.180 0.001 0.000 0.000
C 0.796 2.526 1.367 0.001 -0.029 0.001
C 1.964 -4.367 -0.958 0.019 -0.029 0.003
Ta 0.047 -0.303 -0.090 0.098 0.015 0.064
H 1.711 -0.063 1.980 0.001 -0.002 0.034
H -2.709 1.402 -0.423 0.004 -0.002 0.008
H 0.174 -1.702 -1.953 -0.022 0.046 0.000
C 2.742 0.502 -1.257 0.013 -0.008 -0.003
C 0.850 -2.108 0.114 0.064 -0.002 0.067
C -4.438 -2.232 0.424 -0.022 -0.017 0.017
C 0.718 -2.374 -1.264 -0.010 -0.153 -0.081
H -1.983 -1.074 -2.832 0.001 -0.006 0.008
C -1.892 1.772 -1.046 -0.004 0.013 0.037
C 1.247 -3.691 4.701 0.002 -0.008 0.006
H -3.710 -2.853 2.363 -0.001 -0.001 0.000
H -0.260 5.686 0.867 -0.001 0.000 -0.001
C 0.975 1.187 -2.627 0.024 0.040 0.015
H -4.825 -1.479 -1.561 -0.002 -0.001 0.002
H -2.340 2.426 -1.796 0.006 -0.013 -0.014
H 2.579 -4.868 1.018 -0.006 0.014 0.016
C 0.747 3.893 1.509 0.009 0.007 0.010
C 1.307 -2.821 2.438 0.006 -0.017 0.017
H 1.819 -4.837 3.005 0.000 0.009 -0.018
H 1.179 -3.736 -2.873 -0.005 0.009 -0.003
H 1.403 -4.515 5.385 -0.001 0.002 0.003
C 0.857 -1.598 2.947 -0.012 0.020 0.013
H 0.289 0.309 2.648 -0.020 0.037 -0.053
H 3.900 2.418 -3.771 0.005 -0.001 0.005
H -1.481 -1.860 2.009 0.002 -0.002 -0.001
C 0.600 -1.413 4.292 0.003 0.005 -0.019
C -0.191 4.609 0.775 -0.003 0.015 0.001
C -2.368 -0.335 -2.125 0.002 0.028 0.006
```
Positions in Å, forces in eV/Å.

***

2.
Formula: C30H29As2HfO5S2Te
Source: OMol25
Level of theory: the ωB97M-V functional and the def2-TZVPD basis

Output
E_LUMO	-0.1385	Eh
strongest force on any atom	0.9	eV/A
energy above the lowest of the compared OMol25 structures with the same formula, charge and spin	0.0	kcal per mole
HOMO energy	-10.5	eV
total charge	+1

Structure (XYZ):
```
70
Properties=species:S:1:pos:R:3:forces:R:3
H 0.566 3.680 -1.058 0.011 0.014 0.003
H 2.111 -0.565 -3.118 -0.006 0.025 -0.007
O -0.682 -1.429 2.660 0.107 0.046 -0.138
H 4.043 0.310 -2.792 0.015 0.015 -0.017
C -0.086 3.580 2.756 -0.001 -0.017 0.005
H 0.781 5.737 0.289 0.000 -0.003 -0.004
C 6.296 -0.266 0.280 -0.002 0.006 -0.007
H -0.276 3.562 3.821 0.001 -0.012 -0.003
C 4.658 0.146 -1.916 -0.007 -0.001 0.041
H 1.895 -3.969 3.319 0.000 0.005 0.002
C 2.188 -1.855 3.579 -0.024 0.007 0.009
C 2.110 -1.713 0.774 0.007 -0.008 -0.035
C -6.694 -1.356 -1.093 0.091 -0.086 0.049
H -2.370 2.978 -0.809 -0.038 0.005 0.000
C -1.745 1.031 -1.464 0.042 -0.252 0.093
H -7.185 -2.044 -1.765 -0.002 0.010 -0.001
H 2.259 -1.911 4.658 0.008 -0.001 -0.005
C 0.507 4.806 0.767 0.012 0.001 -0.018
C 0.389 3.650 0.010 0.019 0.000 0.063
H 1.822 -3.839 0.860 0.003 -0.004 0.008
C 0.034 2.458 0.637 -0.032 0.049 0.079
C 2.272 -0.556 1.549 0.013 0.024 -0.029
S -1.478 -3.881 -0.454 0.096 0.181 -0.119
H 0.647 -1.128 -2.406 -0.014 -0.010 0.007
H 4.827 -1.666 0.940 0.010 -0.004 -0.004
H 6.938 -0.440 1.134 0.000 0.001 -0.002
C 1.571 -0.605 -2.169 -0.009 0.106 -0.066
C -2.103 -0.137 -2.145 -0.035 0.101 0.033
C -0.206 2.419 2.007 0.006 0.051 -0.058
O -1.234 -3.742 1.046 0.128 0.180 -0.086
O -2.616 -2.893 -0.634 0.208 0.022 0.173
As 2.668 -1.872 -1.133 0.055 -0.062 0.077
H 1.048 1.474 -2.491 -0.016 0.050 0.027
H -4.956 -2.592 -0.481 0.030 -0.022 -0.010
C 0.272 4.768 2.135 -0.005 0.025 -0.001
H -8.078 0.349 -1.161 0.013 -0.004 -0.013
C 5.857 0.839 -1.803 -0.021 0.001 -0.008
C -5.087 -0.630 0.404 0.119 0.050 0.022
H -5.198 0.764 -3.148 -0.001 0.022 -0.001
H -1.397 -0.959 -2.260 -0.055 -0.059 0.028
C -3.863 1.998 -2.007 0.014 0.048 0.014
C 5.099 -0.956 0.167 0.026 0.016 -0.030
As -0.151 0.865 -0.391 -0.012 -0.263 -0.133
O -0.333 -2.989 -0.964 -0.070 0.179 0.036
C 1.990 -3.009 2.829 -0.002 -0.007 -0.006
C 6.676 0.637 -0.704 0.005 -0.013 0.019
Hf -1.194 -1.588 0.512 -0.685 -0.420 0.371
Te -3.464 -0.501 1.716 0.171 0.038 -0.144
H 0.244 -1.328 2.978 0.031 -0.004 -0.065
H 7.611 1.174 -0.617 -0.003 -0.001 0.001
C -7.177 -0.118 -0.797 0.009 0.055 0.018
H -4.556 2.828 -1.953 -0.007 -0.008 -0.004
H -3.636 -1.142 -3.264 0.015 -0.013 0.019
H 2.455 0.400 1.070 0.006 -0.008 -0.008
C 2.305 -0.620 2.934 -0.018 0.018 0.014
H 2.207 1.241 -1.183 0.008 -0.006 0.028
H -0.501 1.490 2.481 -0.008 0.015 0.022
C 1.325 0.818 -1.664 0.035 -0.094 -0.037
H 0.364 5.674 2.720 0.000 -0.004 0.001
C 1.943 -2.933 1.440 -0.020 -0.004 -0.037
H 6.152 1.532 -2.580 -0.007 -0.005 -0.002
H 2.462 0.283 3.511 -0.004 -0.011 0.008
C -2.634 2.092 -1.372 0.042 0.026 -0.043
O -1.601 -5.173 -0.996 0.006 0.039 0.061
C -3.352 -0.235 -2.748 0.026 0.021 -0.069
C -4.224 0.839 -2.686 -0.011 -0.025 -0.016
S -6.174 0.695 0.323 -0.062 -0.024 -0.001
C -5.488 -1.659 -0.396 -0.159 0.044 -0.050
H -1.115 -2.071 3.243 -0.092 -0.038 -0.057
C 4.259 -0.749 -0.927 0.046 -0.004 0.000
```
Positions in Å, forces in eV/Å.

***

3.
Formula: C30H29BrN7O4PtS
Source: OMol25
Level of theory: the ωB97M-V functional and the def2-TZVPD basis

Output
E_LUMO (spin up / spin down)	-0.2914 / -0.4332	Eh
strongest force on any atom	1.0	eV/A
energy above the lowest of the compared OMol25 structures with the same formula, charge and spin	14.4	kcal per mole
<S²>	6.06
multiplicity	5
HOMO energy (spin up / spin down)	-14.0 / -14.8	eV
total charge	+3

Structure (XYZ):
```
73
Properties=species:S:1:pos:R:3:forces:R:3
H 0.818 -5.275 -0.485 0.004 -0.005 -0.009
C -0.268 4.494 0.301 0.035 0.094 -0.164
H -7.003 -0.917 -1.762 -0.042 -0.012 0.035
C -7.829 -3.755 -0.046 -0.269 -0.219 0.141
C 0.347 -3.185 -0.436 0.066 -0.157 0.069
N -2.319 -0.348 0.165 0.005 -0.034 0.062
Pt -0.121 0.021 0.027 0.532 0.348 0.043
H 2.546 -1.481 4.703 -0.058 0.003 -0.049
H -4.584 -0.492 2.631 0.049 0.027 0.006
C -4.164 -0.619 1.641 -0.246 -0.026 0.055
H -4.852 -1.807 -1.477 0.065 -0.028 0.036
C -7.253 -2.513 -0.310 0.207 0.335 0.590
C 0.494 3.923 -1.904 0.042 -0.052 -0.022
H -2.544 -0.985 -1.786 0.045 -0.010 0.026
C -8.111 -2.600 -2.521 0.233 0.175 0.464
N 2.216 -0.207 0.822 -0.208 0.190 -0.328
C 4.716 6.065 -7.199 0.030 0.070 -0.098
H 0.919 -1.886 -2.040 0.046 0.046 -0.043
C -7.392 -1.905 -1.555 0.044 0.199 -0.432
C 4.787 5.212 -6.092 0.146 -0.042 -0.088
C -8.516 -4.369 -1.091 0.273 0.308 0.243
C 0.027 -4.611 -0.138 -0.027 -0.046 0.192
C 2.266 -0.453 4.935 0.222 -0.082 0.142
H 0.349 5.937 -1.163 -0.016 0.016 0.064
C -2.873 -0.210 1.377 -0.002 0.019 -0.028
H -0.791 2.774 1.516 0.062 -0.005 0.016
H -2.259 0.229 2.153 0.037 -0.021 -0.035
C -0.431 3.127 0.557 0.034 -0.019 0.022
N 1.213 5.526 -3.502 -0.018 0.316 0.308
H 0.949 1.111 -4.601 0.033 -0.012 0.026
N -8.647 -3.786 -2.271 -0.375 -0.403 -0.530
C 2.669 6.067 -5.334 0.740 -0.297 -0.537
H 5.646 4.565 -5.979 -0.022 -0.010 0.026
H 3.095 0.231 4.753 -0.055 0.047 -0.036
C 0.864 1.886 -3.853 -0.034 -0.180 0.021
O 0.051 0.383 2.323 -0.329 -0.186 -0.056
H -8.278 -2.182 -3.506 0.014 0.011 0.014
S -6.504 -1.726 1.080 0.097 -0.530 -0.559
H -8.984 -5.336 -0.958 0.024 -0.001 -0.007
O 1.093 -0.059 4.199 -0.155 0.047 0.059
C 3.642 6.942 -7.360 0.102 -0.027 -0.093
H 3.840 4.564 -4.294 -0.007 -0.018 -0.013
C 0.497 1.507 -2.535 0.037 0.242 -0.073
Br 6.088 6.041 -8.476 -0.167 -0.001 0.185
O -0.004 -2.302 0.351 -0.039 0.142 -0.232
C 0.974 4.235 -3.223 0.087 -0.665 -0.209
C 1.109 -2.898 -1.690 -0.152 0.253 0.002
C -4.912 -1.210 0.611 -0.036 0.251 0.049
O 0.325 0.300 -2.192 -0.193 -0.369 0.219
H -0.515 5.216 1.065 -0.001 -0.007 0.010
H -0.878 -4.877 -0.693 0.031 0.014 -0.064
H 2.567 -1.070 0.425 0.006 -0.066 -0.006
C -4.326 -1.353 -0.650 -0.060 -0.096 -0.121
H 1.983 -0.393 5.980 -0.022 0.014 -0.015
N 1.654 6.144 -4.437 -0.498 0.390 0.078
C 3.779 5.207 -5.163 -0.221 0.089 0.195
N -0.148 2.212 -0.347 -0.008 -0.322 0.355
H 2.800 0.563 0.512 0.085 0.021 0.042
C 1.078 0.016 2.897 0.139 0.014 -0.222
H 0.878 -3.619 -2.472 0.006 -0.043 0.033
H 1.791 7.625 -6.524 0.025 0.025 -0.006
C 0.206 4.892 -0.924 -0.023 -0.016 0.081
H 2.177 -3.001 -1.472 -0.003 -0.076 0.017
H 3.047 -0.593 2.690 0.034 0.035 0.000
H 3.611 7.609 -8.209 0.000 -0.006 0.004
C 0.291 2.578 -1.570 -0.009 0.173 -0.172
C -3.029 -0.906 -0.822 -0.101 0.043 -0.084
C 2.633 6.954 -6.428 -0.260 -0.086 0.188
H -7.758 -4.229 0.924 -0.005 0.029 -0.007
C 1.097 3.194 -4.175 -0.059 0.283 0.081
N 2.211 -0.292 2.216 0.009 -0.078 0.145
H 1.364 3.457 -5.192 0.063 -0.041 0.007
H -0.169 -4.760 0.921 0.009 0.024 -0.014
```
Positions in Å, forces in eV/Å.

***

Q: Which formula does entry 1 have?
A: C30H28N5Ta